[1]
13
Properties=species:S:1:pos:R:3:lowdin_charge:R:1 method="wB97M-V/def2-TZVPD" largest_force_ev_per_a=0.59 relative_energy_kj_mol=376.83 lumo_energy_ev=0.21
O -2.257 -0.296 0.242 -0.102
O -1.259 1.872 0.211 0.040
C 1.534 -0.348 -0.498 -0.141
C -0.078 1.368 0.177 -0.176
C -1.151 -0.894 0.429 -0.177
C 2.624 -0.859 -0.414 0.124
C 0.223 0.230 -0.571 -0.197
H -0.338 0.076 -1.489 0.144
H 3.598 -1.294 -0.358 0.027
H -0.687 -0.903 1.429 0.115
H 0.660 1.788 0.868 0.148
H -0.900 -1.771 -0.182 0.116
H -1.944 1.002 0.171 0.079

[2]
18
Properties=species:S:1:pos:R:3:lowdin_charge:R:1 method="wB97M-V/def2-TZVPD" largest_force_ev_per_a=2.29 relative_energy_kj_mol=211.00 charge=+1 lumo_energy_ev=-3.64
S -1.439 -0.794 1.122 0.710
N 0.649 0.528 -1.772 0.166
C -0.400 -0.458 -2.026 -0.202
C 0.449 1.288 1.392 -0.190
C -0.191 -1.763 -1.770 0.038
C -0.280 0.184 2.177 -0.577
H -1.110 -2.341 -1.438 0.098
H 1.285 0.825 0.887 0.048
H 0.785 -2.214 -1.864 0.079
H -0.098 1.848 0.624 0.058
H 0.513 -0.452 2.634 0.089
H -0.814 0.663 3.011 0.071
H -1.390 0.057 -2.160 0.143
H 0.785 2.062 2.184 0.124
H 0.461 1.011 -0.872 0.095
H -1.561 -1.845 1.951 -0.123
H 1.585 0.082 -1.653 0.188
H 0.771 1.320 -2.426 0.184

[3]
59
Properties=species:S:1:pos:R:3:lowdin_charge:R:1 method="wB97M-V/def2-TZVPD" spin_multiplicity=2 s_squared=0.761 largest_force_ev_per_a=8.15 relative_energy_kj_mol=138.31 charge=+1 lumo_energy_ev="-4.15 / -10.62"
F -4.471 -2.741 4.687 0.096
F 1.263 0.036 0.486 0.057
O 4.000 -3.886 -0.655 0.166
O -5.872 2.025 -3.837 0.077
O -1.647 -0.084 -0.146 0.098
O -2.506 -0.427 4.654 0.056
O -6.115 3.613 -5.245 0.117
O -1.827 1.126 -1.976 0.133
O 3.518 -5.586 0.902 0.480
O -7.688 1.902 -5.137 0.102
O 7.926 0.704 -0.081 0.088
O -0.223 1.547 -0.353 0.184
O 5.911 -0.183 0.588 0.088
O 1.928 -4.348 0.013 0.142
O -2.380 -2.446 5.481 0.154
O 6.460 1.767 1.265 0.128
O -0.632 -1.698 4.058 0.034
C 5.227 1.602 1.875 -0.063
C 6.822 0.789 0.553 -0.559
C -4.508 5.251 -4.214 -0.018
C -6.620 2.475 -4.824 -0.549
C -3.874 -0.579 4.958 -0.025
C -1.269 0.943 -0.888 -0.533
C -4.845 3.812 -4.681 -0.302
C 4.730 0.323 1.146 -0.331
C 3.262 -4.660 0.164 -0.344
C -3.760 -2.033 5.523 -0.306
C -4.731 2.802 -3.539 -0.077
C 1.806 -3.144 -0.790 0.012
C 4.117 -0.771 2.016 -0.010
C 3.201 -2.976 -1.402 -0.280
C -1.795 -1.552 4.647 -0.447
C 3.426 -3.031 -2.901 0.016
C -0.943 -0.102 1.027 -0.081
C 0.203 0.820 0.748 -0.312
H -4.260 -2.243 6.469 0.174
H 3.995 -1.734 1.521 0.067
H 2.840 -2.279 -3.428 0.111
H 5.285 1.499 2.959 0.144
H 1.528 -2.372 -0.072 0.130
H 0.490 1.485 1.562 0.181
H -1.579 0.166 1.871 0.148
H -3.535 5.537 -4.611 0.077
H -4.543 -0.421 4.111 0.145
H 3.481 -1.952 -1.153 0.153
H 0.931 -3.426 -1.374 0.171
H -4.423 5.522 -3.161 0.074
H 3.117 -4.007 -3.276 0.097
H 4.844 -0.918 2.816 0.095
H -0.527 -1.107 0.956 0.140
H -4.659 3.406 -2.634 0.126
H 4.027 0.581 0.355 0.139
H 3.263 -0.299 2.502 0.090
H -4.240 0.071 5.752 0.138
H -3.862 2.159 -3.672 0.128
H -4.171 3.570 -5.503 0.151
H 4.554 2.419 1.615 0.141
H 4.491 -2.998 -3.134 0.107
H -5.142 6.051 -4.595 0.084

[4]
12
Properties=species:S:1:pos:R:3:lowdin_charge:R:1 method="wB97M-V/def2-TZVPD" largest_force_ev_per_a=4.99 relative_energy_kj_mol=144.22 charge=+1 lumo_energy_ev=-5.50
O 1.075 1.563 -0.865 0.148
O -0.836 -2.210 1.268 0.204
N -1.337 0.079 0.163 0.127
C -0.077 -0.295 0.122 -0.310
C 1.053 0.318 -0.430 -0.020
C 0.109 -1.581 0.692 -0.034
H -1.967 -0.079 0.918 0.109
H -1.693 0.734 -0.565 0.169
H -1.504 -1.493 1.381 0.135
H 1.015 -2.159 0.569 0.160
H 1.880 -0.408 -0.560 0.158
H 1.791 1.919 -1.401 0.154

[5]
19
Properties=species:S:1:pos:R:3:lowdin_charge:R:1 method="wB97M-V/def2-TZVPD" largest_force_ev_per_a=1.56 relative_energy_kj_mol=0.00 charge=+1 lumo_energy_ev=-4.54
Pb -0.240 0.378 0.020 1.486
O -0.694 -0.515 1.900 -0.609
N 2.049 -0.086 0.911 -0.048
N 1.071 -0.860 -2.113 -0.043
C -2.542 0.899 -2.025 -0.113
C -0.210 -0.064 3.172 -0.247
H 2.380 0.666 1.522 0.063
H 2.088 -0.991 1.400 0.073
H -1.044 -0.023 3.887 0.083
H 0.499 -0.850 3.485 0.072
H 0.430 -0.927 -2.911 0.049
H -2.453 0.940 -3.113 0.037
H -2.459 -0.152 -1.699 0.004
H 1.851 -0.263 -2.429 0.053
H 0.318 0.921 3.161 0.066
H 2.757 -0.146 0.154 0.061
H 1.470 -1.790 -1.987 0.048
H -1.754 1.565 -1.623 -0.079
H -3.516 1.297 -1.713 0.044

[6]
17
Properties=species:S:1:pos:R:3:lowdin_charge:R:1 method="wB97M-V/def2-TZVPD" spin_multiplicity=2 s_squared=0.772 largest_force_ev_per_a=4.16 relative_energy_kj_mol=128.24 charge=+1 lumo_energy_ev="-3.83 / -7.69"
O 1.928 -1.057 -1.009 -0.056
O -1.193 -2.455 -1.203 -0.078
N 0.266 1.025 0.201 0.031
C -2.116 0.966 -0.194 0.180
C -1.005 0.671 0.507 -0.134
C 1.369 0.920 1.104 -0.063
H 2.375 0.846 0.525 0.145
H 1.128 0.218 1.935 0.122
H -3.052 0.410 0.139 0.133
H -2.180 1.708 -0.997 0.107
H -1.180 0.069 1.421 0.158
H -0.260 -2.598 -1.682 0.109
H 1.024 -1.091 -1.484 0.069
H -0.837 -2.257 -0.354 -0.016
H 1.521 1.899 1.641 0.130
H 0.423 1.772 -0.469 0.180
H 1.788 -1.047 -0.081 -0.018

[7]
9
Properties=species:S:1:pos:R:3:lowdin_charge:R:1 method="wB97M-V/def2-TZVPD" spin_multiplicity=8 s_squared=16.775 largest_force_ev_per_a=2.64 relative_energy_kj_mol=27.60 charge=+2 lumo_energy_ev="-13.21 / -10.59"
Gd -1.050 0.826 -1.638 1.970
F 1.062 0.638 -0.489 -0.085
O -0.120 -1.860 1.605 0.292
O -1.101 -0.677 -0.036 -0.248
C 1.045 -0.068 0.730 -0.070
C -0.211 -0.882 0.869 -0.511
C 2.188 -0.401 1.328 0.338
H 2.449 -1.453 1.432 0.163
H 2.998 0.321 1.422 0.150

[8]
11
Properties=species:S:1:pos:R:3:lowdin_charge:R:1 method="wB97M-V/def2-TZVPD" largest_force_ev_per_a=5.24 relative_energy_kj_mol=179.18 smiles="NC=O.O=CO" lumo_energy_ev=0.57
O -2.150 -0.731 -0.422 0.013
O 1.375 -0.032 -1.990 -0.060
O 2.506 1.525 -0.692 -0.011
N -1.254 0.208 1.440 0.043
C 2.224 0.305 -0.869 -0.264
C -1.447 -0.931 0.560 -0.325
H -1.877 0.063 2.235 0.075
H 2.385 -0.503 -0.072 0.152
H -0.937 -1.841 0.872 0.118
H 0.796 0.864 -2.098 0.178
H -1.622 1.073 1.037 0.080

[9]
98
Properties=species:S:1:pos:R:3:lowdin_charge:R:1 method="wB97M-V/def2-TZVPD" spin_multiplicity=4 s_squared=3.796 largest_force_ev_per_a=0.41 charge=-1 lumo_energy_ev="1.95 / 1.95"
I 0.830 1.419 -6.057 0.811
Co -0.116 -0.324 -0.143 0.388
Cl -4.401 6.335 1.213 0.599
F -0.250 -3.102 -1.084 0.001
O -0.910 1.482 -0.925 -0.138
O -0.883 1.633 1.923 0.013
N -4.190 -1.100 0.637 -0.097
N 0.374 -0.600 -2.355 0.021
N -2.877 -1.551 -0.939 0.010
N -2.177 -0.811 -0.049 0.019
N -0.751 -0.946 -2.991 0.010
N -4.084 -1.724 -0.540 0.077
N 1.284 -1.556 0.660 -0.004
N 1.146 -0.804 10.666 0.140
C -5.437 -0.989 1.377 -0.108
C -3.323 4.966 1.425 -0.694
C -1.697 2.451 -0.761 -0.256
C -2.083 3.105 0.430 -0.159
C 1.913 -1.248 1.891 -0.188
C 2.875 -0.218 1.999 -0.135
C 3.743 0.045 -0.409 -0.064
C -6.383 0.073 0.812 -0.411
C 1.031 0.177 -3.200 -0.187
C 1.095 -4.502 2.632 -0.050
C 3.286 -0.820 4.317 -0.100
C -1.681 2.808 1.766 -0.168
C 3.547 -0.038 3.206 -0.053
C -3.010 -0.551 0.928 -0.110
C 3.133 -3.119 0.205 -0.050
C -0.845 -0.403 -4.213 -0.152
C 1.084 -3.365 -0.939 -0.238
C -0.515 -0.632 6.144 -0.022
C 0.600 -0.160 8.217 -0.240
C -2.963 4.232 0.331 -0.099
C 3.272 0.732 0.873 -0.360
C -0.208 -0.989 7.443 -0.026
C -0.015 0.551 5.595 -0.220
C 1.611 -2.020 3.038 -0.129
C 3.649 -4.185 -0.514 -0.117
C 0.307 0.331 -4.392 -0.781
C -0.776 -2.831 2.445 -0.074
C -2.870 4.674 2.715 -0.141
C 0.906 -0.520 9.577 -0.191
C 2.893 -4.841 -1.475 -0.130
C 1.582 -4.415 -1.669 -0.045
C 0.800 1.373 6.379 -0.014
C -0.347 0.935 4.255 0.059
C -7.009 -0.340 -0.516 -0.082
C -0.587 1.272 3.128 -0.116
C 2.307 -1.792 4.223 -0.067
C 1.105 1.023 7.681 -0.027
C 2.218 1.798 0.576 -0.054
C -5.681 1.426 0.705 -0.066
C -2.038 3.554 2.854 -0.038
C 0.570 -3.140 3.101 -0.358
C 1.824 -2.619 0.005 -0.279
H -0.686 -2.782 1.363 0.044
H -1.691 -0.570 -4.856 0.113
H -6.384 2.199 0.394 0.083
H -1.685 3.268 3.836 0.106
H 2.908 -0.420 -0.934 0.052
H 4.132 1.280 1.272 0.115
H -5.898 -1.976 1.409 0.127
H -1.166 -1.870 2.792 0.057
H -1.432 -1.508 -2.494 0.098
H 2.088 -4.703 3.039 0.081
H 1.986 0.596 -2.929 0.104
H -6.245 -0.529 -1.271 0.066
H 1.281 1.380 0.201 0.031
H -3.337 4.504 -0.648 0.101
H 1.738 1.658 8.285 0.117
H -2.154 2.891 -1.664 0.109
H 0.373 -3.248 4.174 0.110
H 0.419 -5.293 2.969 0.074
H -1.498 -3.613 2.707 0.078
H -7.182 0.153 1.557 0.133
H -0.590 -1.910 7.863 0.118
H -5.243 1.739 1.656 0.084
H 2.587 2.486 -0.190 0.082
H 4.302 0.740 3.268 0.102
H 4.665 -4.507 -0.314 0.092
H 3.828 -0.667 5.242 0.094
H 2.072 -2.400 5.091 0.106
H -7.605 -1.248 -0.411 0.076
H -5.151 -0.712 2.392 0.129
H -2.815 0.050 1.798 0.138
H -1.142 -1.270 5.536 0.115
H 1.164 -4.556 1.548 0.066
H 1.200 2.280 5.948 0.121
H 3.753 -2.644 0.956 0.108
H 3.296 -5.667 -2.045 0.083
H -3.151 5.277 3.563 0.084
H -7.661 0.453 -0.885 0.076
H 1.983 2.379 1.470 0.082
H 4.479 -0.733 -0.205 0.073
H -4.877 1.400 -0.034 0.079
H 0.919 -4.911 -2.368 0.108
H 4.205 0.784 -1.070 0.076

[10]
14
Properties=species:S:1:pos:R:3:lowdin_charge:R:1 method="wB97M-V/def2-TZVPD" largest_force_ev_per_a=1.26 relative_energy_kj_mol=16.20 smiles=CCS.C lumo_energy_ev=0.91
S 2.358 1.254 0.887 0.659
C -2.123 -0.849 0.732 -0.041
C 1.104 1.075 -0.457 -0.617
C 1.059 -0.319 -1.032 -0.199
H 0.390 -0.294 -1.905 0.075
H 0.166 1.395 -0.009 0.040
H 0.700 -1.094 -0.362 0.055
H -1.682 -1.530 0.015 0.012
H 1.538 0.851 1.874 -0.157
H -3.208 -0.797 0.686 0.017
H 2.015 -0.590 -1.479 0.067
H 1.294 1.794 -1.252 0.063
H -1.757 0.161 0.532 0.004
H -1.854 -1.056 1.767 0.022

[11]
10
Properties=species:S:1:pos:R:3:lowdin_charge:R:1 method="wB97M-V/def2-TZVPD" spin_multiplicity=2 s_squared=0.761 largest_force_ev_per_a=1.33 relative_energy_kj_mol=169.39 lumo_energy_ev="-1.13 / -1.13"
O -0.440 -0.850 2.152 -0.312
C 0.268 0.666 0.503 -0.286
C -0.776 0.198 1.545 -0.304
C -0.303 0.003 -1.969 -0.046
C -0.036 -0.150 -0.684 -0.103
Li 0.707 -2.210 2.302 0.757
H -0.496 -0.847 -2.631 0.041
H -0.384 1.007 -2.413 0.058
H 0.194 1.753 0.277 0.108
H 1.264 0.431 0.918 0.086

[12]
16
Properties=species:S:1:pos:R:3:lowdin_charge:R:1 method="wB97M-V/def2-TZVPD" spin_multiplicity=2 s_squared=0.753 largest_force_ev_per_a=2.43 relative_energy_kj_mol=194.49 lumo_energy_ev="0.28 / 0.23"
N -0.707 -0.038 -0.757 -0.310
N 0.775 -0.366 1.297 0.046
C 2.245 -0.052 1.456 -0.048
C -1.720 0.954 -0.456 -0.214
C -0.795 -0.561 -1.984 -0.228
H -1.568 -0.266 -2.697 -0.001
H -2.589 0.724 -1.088 0.054
H 2.479 0.845 0.881 0.089
H 0.398 -0.290 0.234 0.062
H 2.392 0.184 2.523 0.084
H 2.792 -0.938 1.156 0.083
H -1.273 1.953 -0.627 0.061
H -2.099 0.960 0.594 0.053
H -0.095 -1.371 -2.286 0.003
H 0.522 -1.301 1.610 0.138
H 0.223 0.297 1.839 0.129